DFT (ωB97M-V with the def2-TZVPD basis set) results for a 10-piece molecular cluster, C14H48O10 overall at a distorted geometry.

For the HOMO-LUMO gap, the calculation gives 10.1 eV. The value obtained for the highest occupied orbital energy is -9.8 eV. As for the SMILES: CCO.CCO.CCO.CCO.CCO.CO.CO.CO.CO.O. As for the LUMO energy: 0.32 eV.

ORCA input file:
```
! RIJCOSX wB97M-V def2-TZVPD def2/J DEFGRID3
* xyz 0 1
C -19.985 0.149 -0.245
C -19.227 -0.561 0.855
O -20.094 -1.123 1.830
H -20.496 1.041 0.173
H -20.674 -0.509 -0.761
H -19.333 0.558 -0.998
H -18.569 0.171 1.341
H -18.612 -1.382 0.489
H -19.540 -1.390 2.583
C -14.026 -4.071 -5.589
C -13.470 -2.761 -6.051
O -14.499 -1.888 -6.481
H -13.160 -4.678 -5.314
H -14.582 -4.568 -6.382
H -14.675 -3.991 -4.715
H -12.671 -2.937 -6.789
H -13.001 -2.241 -5.219
H -15.122 -2.288 -7.125
C -13.433 -2.106 0.107
C -13.874 -0.621 0.242
O -15.063 -0.494 1.114
H -12.666 -2.439 0.843
H -12.903 -2.146 -0.852
H -14.235 -2.777 -0.002
H -14.079 -0.295 -0.747
H -13.195 -0.012 0.775
H -15.946 -0.564 0.682
C -16.539 2.101 -0.557
C -15.317 2.925 -0.147
O -14.638 3.496 -1.277
H -16.279 1.219 -1.090
H -17.260 2.662 -1.208
H -17.024 1.681 0.346
H -14.631 2.272 0.442
H -15.559 3.835 0.465
H -14.299 2.752 -1.790
C -18.120 -4.310 -5.318
C -18.554 -2.886 -5.361
O -19.680 -2.701 -4.494
H -18.915 -5.027 -5.463
H -17.538 -4.450 -4.406
H -17.384 -4.463 -6.128
H -18.793 -2.516 -6.341
H -17.785 -2.278 -4.947
H -20.505 -2.711 -5.008
C -15.683 1.330 -4.362
O -14.716 0.274 -4.202
H -15.605 1.889 -3.417
H -15.465 1.910 -5.257
H -16.708 0.918 -4.586
H -14.388 -0.007 -5.048
C -16.756 -5.793 -0.839
O -16.239 -4.456 -0.733
H -16.520 -6.281 0.098
H -17.805 -5.843 -1.147
H -16.190 -6.354 -1.567
H -16.398 -3.969 -1.541
C -20.020 -4.131 -1.053
O -19.422 -4.442 -2.313
H -19.306 -4.371 -0.267
H -20.308 -3.082 -0.894
H -20.915 -4.734 -0.949
H -19.621 -3.776 -3.036
C -16.880 -1.504 -1.946
O -16.209 -2.291 -2.910
H -17.712 -2.106 -1.575
H -16.196 -1.397 -1.102
H -17.254 -0.523 -2.307
H -15.577 -1.716 -3.362
O -16.733 -2.969 1.803
H -16.423 -3.230 0.909
H -16.048 -2.405 2.178
*
```

=====

DFT (ωB97M-V with the def2-TZVPD basis set) results for one molecule with the formula C15H15N5O2S2 at a distorted geometry.

For the HOMO-LUMO gap, the calculation gives 9.0 eV. The value obtained for the highest occupied orbital energy is -8.7 eV. As for the SMILES: CCc1nnc(NC(=O)CSc2nnc(Cc3ccccc3)o2)s1. As for the LUMO energy: 0.25 eV.

ORCA input file:
```
! RIJCOSX wB97M-V def2-TZVPD def2/J DEFGRID3
* xyz 0 1
C -2.666 5.901 3.649
C -2.585 5.561 2.161
C -2.090 4.183 1.945
N -2.743 3.245 1.372
N -2.113 2.084 1.296
C -0.934 2.100 1.817
N -0.062 1.052 1.894
C -0.127 -0.190 1.300
O 0.695 -1.027 1.583
C -1.220 -0.396 0.285
S -0.953 0.698 -1.163
C 0.511 -0.003 -1.765
N 1.265 0.441 -2.720
N 2.288 -0.435 -2.833
C 2.114 -1.356 -1.947
C 2.963 -2.536 -1.655
C 2.099 -3.772 -1.596
C 1.316 -4.016 -0.474
C 0.489 -5.124 -0.432
C 0.438 -5.997 -1.506
C 1.214 -5.756 -2.626
C 2.039 -4.645 -2.673
O 0.984 -1.145 -1.226
S -0.491 3.666 2.492
H -1.683 5.832 4.111
H -3.339 5.214 4.158
H -3.040 6.912 3.778
H -1.913 6.265 1.663
H -3.570 5.633 1.698
H 0.742 1.182 2.497
H -2.189 -0.093 0.678
H -1.224 -1.434 -0.046
H 3.721 -2.605 -2.434
H 3.450 -2.380 -0.688
H 1.349 -3.332 0.362
H -0.116 -5.308 0.444
H -0.207 -6.863 -1.470
H 1.177 -6.432 -3.467
H 2.639 -4.453 -3.551
*
```

=====

DFT (ωB97M-V with the def2-TZVPD basis set) results for one molecule with the formula C2H4O2P2 at a distorted geometry.

For the HOMO-LUMO gap (spin up / spin down), the calculation gives 7.7 / 7.3 eV. The value obtained for the highest occupied orbital energy (spin up / spin down) is -6.9 / -10.1 eV. As for the LUMO energy (spin up / spin down): 0.76 / -2.78 eV.

ORCA input file:
```
! RIJCOSX wB97M-V def2-TZVPD def2/J DEFGRID3
* xyz 0 3
C 1.010 0.696 -1.306
C -1.338 -0.154 0.689
O 0.416 -2.002 -0.394
O 1.334 0.142 0.952
P 2.031 1.229 -0.048
P 0.243 -0.563 -0.156
H 1.214 0.767 -2.484
H -2.169 -0.828 0.407
H -0.956 -0.151 1.779
H -1.786 0.863 0.560
*
```

=====

DFT (ωB97M-V with the def2-TZVPD basis set) results for C5H8O as an isolated structure at a distorted geometry.

For the HOMO-LUMO gap, the calculation gives 10.0 eV. The value obtained for the highest occupied orbital energy is -9.1 eV. As for the LUMO energy: 0.97 eV.

ORCA input file:
```
! RIJCOSX wB97M-V def2-TZVPD def2/J DEFGRID3
* xyz 0 1
C -0.059 -1.997 -0.121
C -0.078 -0.469 0.008
C -0.949 0.481 -0.369
C -0.619 1.879 -0.198
O 0.998 1.686 0.522
C 1.195 0.291 0.618
H 0.606 -2.292 -0.948
H -1.026 -2.494 -0.302
H 0.367 -2.451 0.786
H -1.889 0.736 -0.900
H -1.438 2.394 0.385
H -0.511 2.379 -1.182
H 1.327 -0.066 1.668
H 2.074 -0.077 0.034
*
```

=====

DFT (ωB97M-V with the def2-TZVPD basis set) results for a 10-piece molecular cluster, C18H42BF4N4O5 overall at a distorted geometry.

For the HOMO-LUMO gap, the calculation gives 9.8 eV. The value obtained for the highest occupied orbital energy is -7.5 eV. As for the LUMO energy: 2.31 eV.

ORCA input file:
```
! RIJCOSX wB97M-V def2-TZVPD def2/J DEFGRID3
* xyz -1 1
B 42.800 39.007 51.482
F 43.465 38.948 52.680
F 41.334 38.954 51.591
F 43.186 40.098 50.750
F 43.149 37.830 50.689
C 46.163 40.812 53.646
C 45.822 42.124 54.592
N 45.650 43.042 55.227
H 45.694 40.925 52.700
H 47.354 40.625 53.712
H 45.484 40.222 54.140
C 39.854 41.825 49.646
C 40.118 43.137 48.872
N 40.380 44.049 48.350
H 39.625 42.169 50.706
H 38.907 41.340 49.387
H 40.727 41.228 49.693
C 43.149 42.900 52.222
C 41.924 43.830 52.242
N 41.040 44.479 52.332
H 43.094 42.240 53.032
H 43.263 42.410 51.357
H 43.968 43.754 52.249
C 45.670 40.510 48.743
C 46.415 41.574 48.008
N 46.877 42.409 47.357
H 45.205 40.694 49.485
H 45.097 40.098 48.016
H 46.315 39.843 48.870
C 45.367 35.140 54.144
C 44.134 35.652 54.815
O 44.108 37.102 54.705
H 45.211 35.469 53.168
H 45.513 34.087 54.282
H 46.213 35.814 54.586
H 44.095 35.409 55.825
H 43.199 35.142 54.285
H 43.869 37.323 53.842
C 42.845 37.157 46.392
C 44.089 36.480 46.986
O 45.106 37.260 46.593
H 41.966 36.740 46.942
H 42.907 36.855 45.362
H 42.655 38.216 46.497
H 44.171 35.432 46.971
H 43.770 36.655 48.131
H 45.651 37.133 47.314
C 38.521 39.200 55.473
C 39.726 39.274 54.568
O 39.315 39.654 53.247
H 38.629 40.105 56.117
H 38.677 38.390 56.233
H 37.510 38.901 54.926
H 40.285 38.355 54.563
H 40.480 39.893 54.861
H 40.135 39.522 52.720
C 47.821 37.522 51.210
C 46.368 37.851 51.528
O 45.770 37.407 50.325
H 48.415 38.044 52.054
H 48.230 38.180 50.442
H 48.204 36.495 50.962
H 46.090 38.706 51.668
H 45.815 37.088 52.365
H 44.755 37.385 50.579
C 39.429 36.039 48.681
C 40.428 36.986 49.483
O 41.159 36.138 50.311
H 39.996 35.504 48.057
H 38.720 36.746 48.150
H 39.027 35.426 49.203
H 40.017 37.824 50.061
H 41.011 37.513 49.002
H 41.632 36.782 50.734
*
```

=====

DFT (ωB97M-V with the def2-TZVPD basis set) results for an isolated ion of composition C5H12NO3 and charge +1 at a distorted geometry.

For the HOMO-LUMO gap, the calculation gives 11.2 eV. The value obtained for the highest occupied orbital energy is -14.6 eV. As for the SMILES: CCC(=O)C(O)(O)[NH2+]C. As for the LUMO energy: -3.42 eV.

ORCA input file:
```
! RIJCOSX wB97M-V def2-TZVPD def2/J DEFGRID3
* xyz 1 1
C -3.199 0.186 -0.057
C -1.926 -0.646 -0.087
C -0.803 0.276 0.196
O -0.701 1.447 0.479
C 0.643 -0.539 0.059
O 0.680 -1.574 1.044
O 0.937 -0.994 -1.133
N 1.585 0.527 0.504
C 2.725 0.910 -0.311
H -3.451 0.604 0.934
H -3.232 0.976 -0.944
H -3.992 -0.398 -0.204
H -1.866 -0.918 -1.162
H -1.979 -1.310 0.741
H 1.206 -2.293 0.648
H 1.841 -1.043 -1.432
H 0.919 1.429 0.810
H 1.819 0.333 1.438
H 3.539 0.241 -0.137
H 2.351 0.703 -1.258
H 2.904 2.082 -0.128
*
```

=====

DFT (ωB97M-V with the def2-TZVPD basis set) results for C18H29Cl5GaN2O3Si2Te as an isolated structure.

For the HOMO-LUMO gap, the calculation gives 8.1 eV. The value obtained for the highest occupied orbital energy is -11.5 eV. As for the LUMO energy: -3.41 eV.

ORCA input file:
```
! RIJCOSX wB97M-V def2-TZVPD def2/J DEFGRID3
* xyz 1 1
Ga 0.295 -0.334 1.387
Cl -6.487 -0.154 3.083
C -4.838 0.188 2.775
C -3.897 -0.836 2.812
Cl -4.354 -2.443 3.182
C -2.569 -0.536 2.540
Cl -1.356 -1.795 2.610
C -2.138 0.747 2.217
O -0.861 1.013 1.953
C -3.092 1.766 2.198
Cl -2.565 3.346 1.788
C -4.428 1.491 2.474
Cl -5.581 2.752 2.408
C 3.508 -0.068 4.187
C 2.615 -0.287 3.018
N 1.636 0.488 2.712
O 1.337 1.511 3.577
C 2.788 -1.460 2.137
C 4.018 -2.301 2.130
N 1.779 -1.673 1.352
O 1.710 -2.574 0.451
H 3.413 0.939 4.578
H 4.543 -0.265 3.909
H 3.243 -0.779 4.974
H 0.521 1.884 3.202
H 4.243 -2.679 3.128
H 4.883 -1.730 1.787
H 3.866 -3.144 1.460
C -2.909 -0.971 -3.844
Si -2.977 0.352 -2.529
C -3.567 1.982 -3.210
C -4.024 -0.194 -1.081
C -1.199 0.619 -1.922
Te -0.346 -1.134 -1.054
C 1.398 -1.185 -2.251
Si 2.813 0.051 -1.923
C 4.307 -0.914 -1.373
C 2.347 1.321 -0.622
C 3.128 0.923 -3.542
H -3.886 -1.087 -4.317
H -2.632 -1.943 -3.430
H -2.194 -0.722 -4.632
H -4.548 1.867 -3.676
H -2.886 2.371 -3.970
H -3.659 2.734 -2.424
H -5.048 -0.406 -1.396
H -4.068 0.594 -0.325
H -3.635 -1.102 -0.610
H -1.095 1.452 -1.225
H -0.553 0.825 -2.781
H 0.979 -1.050 -3.250
H 1.754 -2.211 -2.165
H 4.096 -1.504 -0.477
H 5.140 -0.242 -1.163
H 4.626 -1.603 -2.157
H 1.989 0.866 0.304
H 1.587 2.019 -0.983
H 3.229 1.906 -0.352
H 3.416 0.210 -4.317
H 3.940 1.647 -3.444
H 2.246 1.463 -3.892
*
```

=====

DFT (ωB97M-V with the def2-TZVPD basis set) results for a 2-piece molecular cluster, C2H7O2PS overall.

For the HOMO-LUMO gap, the calculation gives 9.9 eV. The value obtained for the highest occupied orbital energy is -9.2 eV. As for the SMILES: COPS.C=O. As for the LUMO energy: 0.65 eV.

ORCA input file:
```
! RIJCOSX wB97M-V def2-TZVPD def2/J DEFGRID3
* xyz 0 1
C -0.242 1.426 0.826
O 0.904 1.542 0.010
P 1.491 0.262 -0.837
S 2.653 -0.791 0.574
H -0.685 2.419 0.884
H 0.046 1.093 1.826
H -0.969 0.725 0.414
H 2.568 1.039 -1.262
H 1.724 -1.718 0.815
C -0.818 -1.984 -0.651
O -0.742 -2.138 0.533
H -1.614 -1.382 -1.124
H -0.117 -2.446 -1.365
*
```

=====

DFT (ωB97M-V with the def2-TZVPD basis set) results for a 2-piece molecular cluster, C3H8IO overall.

For the HOMO-LUMO gap, the calculation gives 7.3 eV. The value obtained for the highest occupied orbital energy is -3.6 eV. As for the LUMO energy: 3.72 eV.

ORCA input file:
```
! RIJCOSX wB97M-V def2-TZVPD def2/J DEFGRID3
* xyz -1 1
I 1.458 2.022 -3.096
C -1.427 -0.159 0.592
C 0.085 0.126 0.664
C 0.894 -0.880 -0.140
O 0.370 1.461 0.285
H -1.942 0.076 1.527
H -1.628 -1.214 0.365
H -1.952 0.411 -0.176
H 0.373 0.061 1.718
H 0.577 -0.965 -1.181
H 0.821 -1.880 0.299
H 1.939 -0.568 -0.162
H 0.431 1.510 -0.696
*
```

=====

DFT (ωB97M-V with the def2-TZVPD basis set) results for C19H12BaN6OS2 as an isolated structure.

For the HOMO-LUMO gap, the calculation gives 4.7 eV. The value obtained for the highest occupied orbital energy is -0.3 eV. As for the LUMO energy: 4.32 eV.

ORCA input file:
```
! RIJCOSX wB97M-V def2-TZVPD def2/J DEFGRID3
* xyz -2 1
Ba -0.472 -0.564 -2.235
C 0.992 0.317 1.182
C 0.122 -0.848 1.545
C -0.364 -0.970 2.870
C -1.159 -2.026 3.184
C -1.486 -2.985 2.197
C -2.302 -4.094 2.495
C -2.592 -4.985 1.496
C -2.088 -4.798 0.202
C -1.277 -3.723 -0.160
S -0.709 -3.617 -1.799
C -0.964 -2.784 0.887
N -0.174 -1.710 0.606
H 1.536 0.677 2.057
H 0.380 1.130 0.782
H 1.703 0.030 0.409
H -0.105 -0.214 3.600
H -1.559 -2.151 4.184
H -2.688 -4.209 3.502
H -3.223 -5.845 1.692
H -2.337 -5.514 -0.571
N 5.756 4.397 -0.118
C 4.964 3.895 -0.784
C 3.979 3.282 -1.619
C 3.814 3.673 -2.949
C 2.849 3.038 -3.695
C 2.075 2.031 -3.121
N 2.230 1.653 -1.844
C 3.156 2.270 -1.125
H 4.437 4.458 -3.361
H 2.661 3.290 -4.730
H 1.303 1.522 -3.729
H 3.262 1.961 -0.092
S -0.270 0.390 -4.854
O -1.237 1.037 -0.467
N -1.621 1.855 0.409
C -2.925 1.955 0.620
C -3.891 1.167 -0.081
N -4.675 0.535 -0.640
C -3.361 2.872 1.623
N -3.739 3.602 2.431
*
```

=====

DFT (ωB97M-V with the def2-TZVPD basis set) results for a 2-piece molecular cluster, C4H8O2 overall at a distorted geometry.

For the HOMO-LUMO gap, the calculation gives 8.4 eV. The value obtained for the highest occupied orbital energy is -8.2 eV. As for the LUMO energy: 0.24 eV.

ORCA input file:
```
! RIJCOSX wB97M-V def2-TZVPD def2/J DEFGRID3
* xyz 0 1
C -0.223 1.069 -2.119
C 1.052 1.352 -1.928
C -0.459 0.240 0.856
C -0.436 -1.773 2.090
O 1.552 1.367 -0.703
O 0.222 -0.579 1.551
H -0.622 1.100 -3.202
H -0.806 0.655 -1.245
H 1.667 1.928 -2.654
H -1.481 -0.146 0.830
H -1.441 -1.634 2.236
H 0.175 -2.056 3.012
H -0.181 -2.469 1.344
H 0.981 0.944 -0.068
*
```

=====

DFT (ωB97M-V with the def2-TZVPD basis set) results for a 9-piece molecular cluster, C22H58O11S8 overall at a distorted geometry.

For the HOMO-LUMO gap, the calculation gives 8.4 eV. The value obtained for the highest occupied orbital energy is -8.0 eV. As for the LUMO energy: 0.34 eV.

ORCA input file:
```
! RIJCOSX wB97M-V def2-TZVPD def2/J DEFGRID3
* xyz 0 1
C -2.768 2.666 -2.468
C -1.768 2.071 -1.471
C -2.350 2.037 -0.053
C -1.632 1.089 0.887
C -0.132 1.340 1.036
O 0.346 -0.035 1.242
C -0.438 -0.764 0.415
O -0.077 -1.693 -0.257
O -1.700 -0.276 0.442
H -2.275 3.097 -3.342
H -3.491 1.917 -2.802
H -3.339 3.471 -1.993
H -0.864 2.683 -1.452
H -1.488 1.058 -1.778
H -2.322 3.044 0.375
H -3.398 1.715 -0.116
H -2.100 1.182 1.875
H 0.093 1.900 1.933
H 0.366 1.687 0.131
C 0.969 -5.402 -4.091
S -0.496 -4.357 -4.187
O -0.514 -3.790 -5.563
C 0.129 -3.076 -3.101
H 0.804 -6.261 -4.737
H 1.841 -4.842 -4.433
H 1.104 -5.735 -3.061
H 1.059 -2.680 -3.510
H 0.287 -3.482 -2.104
H -0.621 -2.290 -3.048
C -4.909 -3.579 0.058
S -3.257 -3.468 -0.629
O -3.315 -4.157 -1.953
C -2.467 -4.600 0.511
H -5.568 -2.962 -0.549
H -5.247 -4.614 0.027
H -4.912 -3.212 1.084
H -2.954 -5.574 0.464
H -2.511 -4.200 1.524
H -1.429 -4.690 0.208
C 1.405 6.262 0.823
S 0.707 5.830 -0.775
O 0.291 4.403 -0.681
C 2.261 5.842 -1.670
H 0.594 6.255 1.548
H 2.156 5.522 1.098
H 1.844 7.258 0.767
H 2.959 5.143 -1.213
H 2.679 6.848 -1.665
H 2.053 5.538 -2.693
C 2.072 1.162 5.104
S 0.500 1.963 5.407
O 0.193 2.772 4.189
C 1.094 3.108 6.654
H 1.914 0.417 4.324
H 2.790 1.915 4.772
H 2.406 0.669 6.017
H 1.906 3.702 6.236
H 1.441 2.542 7.519
H 0.258 3.743 6.942
C 2.221 -5.789 0.949
S 0.573 -6.497 0.852
O -0.124 -6.141 2.113
C 1.087 -8.211 1.005
H 2.114 -4.706 0.914
H 2.688 -6.087 1.887
H 2.812 -6.129 0.098
H 1.633 -8.342 1.939
H 1.710 -8.480 0.152
H 0.188 -8.824 1.011
C 6.853 3.850 -3.955
S 5.553 5.075 -3.767
O 5.285 5.201 -2.308
C 4.246 4.055 -4.460
H 7.766 4.271 -3.540
H 6.579 2.947 -3.410
H 6.994 3.634 -5.014
H 4.156 3.136 -3.882
H 4.476 3.836 -5.502
H 3.318 4.618 -4.405
C -10.095 -4.944 -1.453
S -8.581 -5.613 -0.754
O -8.156 -4.679 0.323
C -7.546 -5.270 -2.183
H -10.870 -5.019 -0.694
H -9.938 -3.899 -1.722
H -10.379 -5.529 -2.328
H -7.572 -4.203 -2.402
H -7.906 -5.847 -3.035
H -6.528 -5.570 -1.943
C 3.924 6.294 4.190
S 3.978 4.593 3.622
O 3.988 3.739 4.846
C 5.669 4.637 3.023
H 2.951 6.456 4.648
H 4.713 6.457 4.925
H 4.045 6.962 3.338
H 6.337 4.916 3.838
H 5.741 5.350 2.201
H 5.916 3.640 2.665
*
```